This record from OMol25 describes a structure of composition C31H39N8OPSe4SiSn. The level of theory is wB97M-V/def2-TZVPD.

XYZ file:
```
86
Properties=species:S:1:pos:R:3:forces:R:3:mulliken_charge:R:1
Sn 1.520 -0.492 0.723 -0.06 -0.45 0.21 1.1574
N 1.246 8.242 -5.428 0.00 0.06 -0.04 -0.6005
C 1.317 7.298 -4.776 0.02 -0.39 0.27 -0.0446
C 1.407 6.107 -3.953 -0.01 0.38 -0.27 0.5996
C 0.353 5.762 -3.115 -0.11 -0.05 0.10 -0.8924
C 0.446 4.625 -2.328 -0.07 0.03 -0.03 0.0870
C 1.582 3.822 -2.376 0.01 -0.10 0.07 -0.3083
C 2.628 4.173 -3.223 0.03 0.07 -0.05 0.0139
C 2.548 5.313 -4.007 0.12 -0.09 0.01 -0.9493
C 1.676 2.590 -1.535 -0.02 0.14 0.03 0.2283
C 1.669 1.386 -2.220 0.01 -0.13 -0.04 0.2494
C 1.519 1.190 -3.632 0.02 -0.04 0.13 -0.6556
C 1.538 -0.164 -3.839 -0.01 -0.08 0.09 -1.5077
C 1.688 -0.762 -2.551 0.04 -0.03 -0.10 -0.1863
N 1.762 0.146 -1.599 -0.03 0.33 -0.13 0.6898
C 1.749 2.796 -0.151 0.05 -0.04 0.07 -0.0559
C 1.813 4.065 0.498 0.02 -0.06 -0.01 -0.4973
C 1.925 3.820 1.847 0.00 -0.07 -0.02 -1.5820
C 1.931 2.411 1.985 0.11 0.03 0.04 -0.1023
N 1.834 1.798 0.816 -0.15 0.20 -0.10 0.4097
H -0.533 6.382 -3.084 0.00 -0.01 0.01 0.4440
H -0.369 4.346 -1.672 0.01 0.00 0.01 0.4378
H 3.509 3.544 -3.256 0.00 0.01 0.00 0.5231
H 3.365 5.593 -4.658 0.00 -0.01 0.00 0.4307
H 1.399 1.964 -4.375 0.00 0.01 0.01 0.5438
H 1.448 -0.690 -4.777 0.02 0.01 0.02 0.4292
H 1.771 -1.815 -2.307 -0.05 0.03 -0.01 0.4009
H 1.798 5.028 0.011 -0.01 -0.01 -0.01 0.5038
H 2.001 4.540 2.646 0.00 -0.01 -0.01 0.4279
H 2.010 1.836 2.896 -0.03 0.03 -0.02 0.3923
Se 1.830 -3.874 2.982 -0.08 -0.06 -0.03 -0.5390
Se 4.030 -3.995 2.223 0.01 -0.09 -0.05 -0.2719
Se 5.031 -1.889 2.407 -0.03 0.00 0.04 -0.2162
Se 4.447 -0.626 0.521 0.06 0.12 -0.07 -0.6113
C 2.222 -0.657 4.757 -0.02 0.04 0.06 -1.0634
C 0.812 -0.268 4.423 0.00 -0.04 -0.15 0.0687
C -0.153 -0.089 5.405 0.03 0.00 -0.01 -0.7802
C -1.442 0.257 5.000 -0.02 0.00 -0.04 -0.6450
C -1.742 0.412 3.669 0.12 -0.02 -0.05 -0.8594
C -0.718 0.222 2.691 0.03 -0.06 -0.11 0.4594
N 0.531 -0.116 3.126 -0.11 0.25 -0.04 0.6292
N -0.869 0.340 1.359 0.04 0.08 0.31 0.6854
Si -2.094 1.205 0.561 0.13 -0.21 -0.07 0.3073
C -3.860 0.529 0.732 -0.11 -0.06 0.05 -1.4749
C -2.154 3.000 1.117 0.05 0.19 0.07 -1.0814
C -1.728 1.173 -1.274 0.10 0.03 -0.11 0.1200
H 2.480 -0.363 5.777 -0.01 -0.01 -0.01 0.4063
H 2.930 -0.212 4.056 -0.02 0.01 0.01 0.1177
H 2.337 -1.741 4.653 -0.03 0.06 -0.02 0.0423
H 0.099 -0.223 6.449 0.00 0.01 0.00 0.4160
H -2.219 0.404 5.744 -0.01 0.00 0.00 0.3862
H -2.742 0.675 3.350 0.01 0.01 0.02 0.2170
H -4.042 0.059 1.702 -0.01 0.03 -0.05 0.3690
H -4.069 -0.221 -0.038 0.02 0.03 0.03 0.2892
H -4.585 1.342 0.609 0.01 -0.05 -0.02 0.4588
H -2.614 3.098 2.105 0.04 0.02 -0.03 0.2932
H -2.720 3.625 0.416 0.00 -0.04 0.04 0.3360
H -1.132 3.392 1.185 -0.06 -0.01 -0.02 0.2002
H -1.451 0.160 -1.589 -0.03 0.07 0.01 -0.2517
H -0.879 1.822 -1.513 -0.08 -0.07 -0.02 -0.5299
H -2.590 1.500 -1.867 0.04 -0.01 0.03 0.4982
C -1.839 -5.570 -1.544 0.03 0.06 0.01 -0.9563
N -0.993 -5.480 -0.365 0.05 0.09 -0.01 0.1431
C -1.840 -5.299 0.809 0.02 0.11 0.01 -0.9613
N -2.755 -4.156 0.718 0.09 0.02 -0.07 0.1024
C -3.536 -4.284 -0.507 0.06 0.03 0.03 -0.9521
N -2.751 -4.439 -1.734 0.08 0.10 0.01 0.0784
C -1.984 -3.209 -2.016 -0.09 -0.12 0.22 -1.4024
P -0.794 -2.697 -0.667 -0.03 -0.08 -0.11 1.3290
C -0.017 -4.379 -0.477 -0.09 -0.01 0.00 -0.7384
C -2.005 -2.886 0.737 0.06 -0.11 -0.04 -0.8546
H -2.449 -6.475 -1.458 -0.02 -0.03 0.01 0.3026
H -1.204 -5.658 -2.428 0.00 -0.01 -0.02 0.4103
H -1.198 -5.170 1.682 0.02 -0.01 0.03 0.4090
H -2.443 -6.203 0.939 -0.03 -0.03 -0.01 0.2946
H -4.177 -3.404 -0.608 -0.01 0.01 -0.01 0.4031
H -4.172 -5.169 -0.409 -0.02 -0.04 0.00 0.2965
H -2.688 -2.391 -2.195 -0.03 0.02 -0.02 0.3709
H -1.414 -3.353 -2.937 -0.01 -0.01 -0.05 0.4596
H 0.611 -4.362 0.419 -0.03 0.00 0.02 -0.0148
H 0.647 -4.559 -1.325 -0.01 -0.02 -0.04 0.3935
H -2.707 -2.050 0.720 -0.02 0.00 0.00 0.1551
H -1.446 -2.810 1.672 0.02 0.01 0.01 0.3467
O 3.044 -3.408 -1.112 -0.13 -0.02 -0.32 -0.6612
H 3.622 -2.637 -1.002 0.09 0.11 0.14 0.2196
H 2.993 -3.745 -0.208 0.06 -0.08 0.21 0.2652
```
Forces are in eV/Å.

Computed properties:
HOMO-LUMO gap	4.484	eV
relative energy (zero: lowest compared OMol25 entry of this formula, charge and spin)	0.00	kcal per mole
LUMO level	0.1255	Eh
HOMO energy	-1.069	eV
net charge	-2

This record from OMol25 describes a structure of composition C2HFHgO2. The level of theory is wB97M-V/def2-TZVPD.

XYZ file:
```
7
Properties=species:S:1:pos:R:3:forces:R:3:lowdin_spin:R:1
F 0.613 -1.501 1.494 0.14 1.14 0.23 0.0297
O -1.241 -0.585 1.704 -0.13 -0.17 -0.57 0.0289
C -0.050 -0.392 1.299 0.30 -1.15 -0.47 0.1998
Hg 1.115 1.522 0.027 -0.10 -0.18 0.88 0.6160
O 0.804 0.770 -2.369 -0.07 -0.16 -0.46 0.1159
C 0.638 0.242 -3.356 0.00 -0.04 -0.14 0.0075
H -1.880 -0.056 1.200 -0.14 0.56 0.54 0.0022
```
Forces are in eV/Å.

Computed properties:
HOMO-LUMO gap (alpha / beta)	9.024 / 9.047	eV
relative energy (zero: lowest compared OMol25 entry of this formula, charge and spin)	0.00	kcal per mole
2S+1	2
LUMO level (alpha / beta)	-0.1872 / -0.2761	Eh
<S²>	0.75
HOMO energy (alpha / beta)	-14.118 / -16.559	eV
net charge	+1

This record from OMol25 describes a structure of composition C24H34BCrN7O6. The level of theory is wB97M-V/def2-TZVPD.

XYZ file:
```
73
Properties=species:S:1:pos:R:3:forces:R:3:lowdin_spin:R:1
Cr -1.831 0.439 -0.763 -0.79 -0.53 0.20 3.7500
C -1.362 -2.370 1.930 -0.02 0.01 0.01 0.0026
C -2.645 -1.691 1.601 -0.11 0.00 0.13 0.0113
N -2.847 -0.786 0.664 -0.07 0.15 -0.11 0.0051
C -4.193 -0.469 0.692 0.46 0.19 -0.64 0.0083
C -4.808 -1.193 1.653 -0.21 -0.18 0.47 -0.0002
N -3.815 -1.950 2.220 0.04 -0.20 0.15 0.0042
C -6.199 -1.327 2.169 0.06 -0.12 -0.15 -0.0002
O -7.130 -0.617 1.573 0.07 -0.17 -0.01 -0.0002
O -6.407 -2.091 3.082 -0.04 0.06 0.07 -0.0002
C -4.723 0.483 -0.328 0.37 0.17 -0.33 0.0093
O -5.908 0.817 -0.272 -0.30 -0.14 -0.03 0.0079
O -3.864 0.862 -1.197 -0.06 -0.18 0.36 0.0322
H -0.556 -1.934 1.347 -0.03 0.01 -0.02 0.0012
H -1.436 -3.441 1.728 0.00 0.03 0.00 0.0004
H -1.105 -2.239 2.982 -0.05 0.00 -0.01 0.0004
H -3.987 -2.591 2.980 -0.01 0.00 -0.01 0.0001
H -6.748 -0.098 0.803 0.07 0.33 0.06 0.0000
C 5.159 -0.008 4.186 0.05 -0.07 -0.05 0.0000
C 4.329 1.225 4.569 -0.09 0.01 -0.09 0.0001
C 5.287 2.380 4.852 0.08 0.07 0.04 0.0000
C 3.547 0.919 5.854 -0.07 0.00 0.08 0.0000
C 3.346 1.556 3.439 -0.08 -0.09 -0.05 0.0010
C 3.354 2.781 2.773 -0.14 0.01 -0.13 0.0009
C 2.450 3.081 1.740 0.31 0.12 0.23 0.0009
C 1.544 2.113 1.400 -0.34 0.28 -0.48 -0.0018
O 0.563 2.141 0.438 -0.09 -0.46 0.09 0.0085
B -0.128 0.875 0.483 1.19 0.45 0.65 0.0364
O 0.522 0.119 1.519 -0.12 0.26 -0.21 0.0045
C 1.522 0.901 2.049 -0.29 -0.55 0.03 -0.0021
C 2.395 0.590 3.058 0.22 0.02 0.20 0.0006
H 5.874 -0.248 4.979 -0.05 0.03 -0.03 0.0000
H 5.718 0.170 3.264 -0.03 0.00 0.05 0.0000
H 4.528 -0.888 4.030 0.03 0.07 0.01 0.0000
H 5.965 2.098 5.661 -0.02 0.01 -0.03 0.0000
H 4.757 3.284 5.164 0.01 -0.07 -0.01 0.0000
H 5.897 2.628 3.979 -0.04 -0.04 0.04 0.0000
H 4.235 0.695 6.674 -0.02 0.01 -0.05 0.0000
H 2.885 0.058 5.729 0.05 0.06 -0.01 0.0000
H 2.931 1.774 6.148 0.04 -0.04 -0.02 0.0000
H 4.074 3.539 3.051 -0.04 -0.03 -0.02 0.0000
H 2.466 4.040 1.237 0.01 -0.03 0.03 0.0000
H 2.342 -0.379 3.544 0.01 0.08 -0.04 0.0000
N 1.582 2.460 -4.391 -0.15 0.07 -0.03 -0.0025
C 0.331 2.559 -3.828 0.27 -0.14 0.05 0.0004
C -0.016 1.757 -2.731 0.35 -0.06 0.03 0.0241
N -1.223 1.798 -2.215 -0.49 0.05 -0.22 0.0114
C -2.131 2.630 -2.764 0.18 0.11 -0.06 0.0162
C -1.762 3.417 -3.833 -0.12 -0.06 0.08 -0.0022
N -0.543 3.386 -4.371 -0.10 0.20 -0.15 0.0140
H 2.328 2.120 -3.810 0.00 0.00 0.03 -0.0002
H 1.826 3.215 -5.010 0.01 0.00 -0.01 -0.0001
H 0.694 1.077 -2.279 0.01 0.01 0.00 0.0037
H -3.123 2.634 -2.339 0.01 -0.03 0.00 0.0010
H -2.486 4.092 -4.274 0.08 0.02 -0.05 -0.0004
C 0.363 -1.967 -5.249 0.10 0.15 -0.14 0.0002
C -0.483 -2.539 -4.122 -0.11 0.11 0.05 0.0010
C 0.305 -3.601 -3.368 0.11 -0.09 0.08 0.0004
C -1.773 -3.131 -4.694 -0.12 -0.03 -0.04 0.0005
N -0.739 -1.396 -3.212 -0.05 -0.24 0.18 0.0054
N -1.537 -1.681 -2.053 0.18 0.36 -0.38 0.0397
H 0.601 -2.738 -5.986 -0.02 0.05 0.06 0.0000
H 1.297 -1.555 -4.855 -0.09 -0.04 -0.04 0.0000
H -0.171 -1.162 -5.769 0.06 -0.08 0.06 0.0000
H 0.653 -4.374 -4.058 -0.04 0.06 0.03 0.0000
H -0.302 -4.101 -2.608 0.03 0.05 -0.04 0.0002
H 1.178 -3.153 -2.884 -0.08 -0.05 -0.04 0.0000
H -1.552 -3.932 -5.405 0.01 0.06 0.06 0.0001
H -2.349 -2.363 -5.222 0.04 -0.07 0.04 0.0000
H -2.408 -3.567 -3.918 0.03 0.03 -0.03 0.0002
H -1.236 -0.673 -3.722 0.02 0.02 -0.01 0.0006
H -0.967 -2.226 -1.418 0.01 0.02 0.05 0.0034
H -2.355 -2.234 -2.298 -0.09 -0.02 0.11 0.0015
```
Forces are in eV/Å.

Computed properties:
HOMO-LUMO gap (alpha / beta)	7.774 / 8.185	eV
2S+1	5
LUMO level (alpha / beta)	0.0017 / -0.0043	Eh
<S²>	6.02
HOMO energy (alpha / beta)	-7.729 / -8.301	eV

This record from OMol25 describes the ion C4H6NOS with charge +1. The level of theory is wB97M-V/def2-TZVPD.

XYZ file:
```
13
Properties=species:S:1:pos:R:3:forces:R:3:mulliken_charge:R:1
C -0.247 -0.795 -0.232 0.29 -1.41 3.43 -0.3707
C 0.220 0.245 0.482 -0.15 2.71 -0.88 0.5892
C -0.856 -1.775 0.773 -0.79 -0.50 -1.32 -0.5717
C 0.665 1.599 0.066 0.30 0.25 1.67 -1.2253
N 0.039 0.143 1.808 1.09 4.45 5.81 0.2460
O 0.335 1.321 2.928 -1.01 -4.52 -4.61 -0.3632
S -0.623 -1.149 2.451 0.07 -0.50 -1.08 0.3058
H -0.139 -0.780 -1.278 -0.43 -0.70 -1.19 0.4595
H -1.931 -1.489 0.578 0.23 -0.76 0.25 0.3498
H -0.720 -2.890 0.728 -0.15 1.13 -0.32 0.4804
H 1.660 1.687 0.500 0.38 0.34 -0.54 0.3363
H 0.105 2.338 0.667 -0.02 -0.33 -0.35 0.3801
H 0.585 1.842 -0.964 0.18 -0.16 -0.86 0.3840
```
Forces are in eV/Å.

Computed properties:
HOMO-LUMO gap (alpha / beta)	7.213 / 7.323	eV
relative energy (zero: lowest compared OMol25 entry of this formula, charge and spin)	134.62	kcal per mole
LUMO level (alpha / beta)	-0.2813 / -0.2812	Eh
SMILES string	CC1=CCS[N+]1=O
HOMO energy (alpha / beta)	-14.869 / -14.974	eV
net charge	+1

This record from OMol25 describes the molecule C5H12N2O. The level of theory is wB97M-V/def2-TZVPD.

XYZ file:
```
20
Properties=species:S:1:pos:R:3:forces:R:3:mulliken_charge:R:1
C -0.370 -1.069 1.686 0.42 0.05 0.23 -1.4658
C -1.094 -0.613 0.442 2.41 -0.18 -2.67 0.4301
C -1.240 0.855 0.217 1.19 1.69 -1.44 -0.8272
H -2.012 -1.155 0.224 0.08 -0.10 0.11 0.4965
H 0.711 -1.190 1.538 -0.16 -0.06 -0.30 0.2845
H -0.716 -2.051 2.012 -0.09 0.19 0.20 0.2981
H -0.438 -0.333 2.493 -0.39 -0.19 0.19 0.3550
H -1.253 1.493 1.103 -0.32 0.13 -0.11 0.3947
H -2.014 1.093 -0.514 -0.21 0.05 0.37 0.2582
N 0.083 1.194 -0.514 0.10 -1.30 -0.91 0.4844
N 1.094 1.640 0.351 0.56 1.29 0.35 -0.7490
C -0.014 -0.747 -1.014 -2.48 -2.40 2.67 -0.2669
C 1.105 -1.481 -1.103 -0.12 0.14 0.26 -0.8136
O 0.324 1.571 -1.878 -0.93 0.52 1.97 -0.4681
H 0.257 2.534 -1.928 -0.10 0.31 0.09 0.3195
H 1.978 1.745 -0.140 -0.28 -0.33 -0.27 0.2801
H 1.248 0.971 1.102 -0.22 -0.24 -0.31 0.2513
H -0.715 -0.767 -1.839 0.14 0.27 -0.26 0.2854
H 1.833 -1.527 -0.307 -0.06 -0.34 0.31 0.1997
H 1.230 -2.160 -1.932 0.45 0.49 -0.47 0.2531
```
Forces are in eV/Å.

Computed properties:
HOMO-LUMO gap	7.509	eV
relative energy (zero: lowest compared OMol25 entry of this formula, charge and spin)	177.21	kcal per mole
LUMO level	0.0289	Eh
SMILES string	C=C[C@@H](C)CN(N)O
HOMO energy	-6.723	eV

This record from OMol25 describes the molecule C2H2F3NO2. The level of theory is wB97M-V/def2-TZVPD.

XYZ file:
```
10
Properties=species:S:1:pos:R:3:forces:R:3:mulliken_charge:R:1
C -0.335 0.249 1.098 0.82 -0.52 -4.22 0.5532
C -0.267 -0.626 -1.571 0.21 -0.66 2.45 0.8278
N 0.798 0.551 1.752 -1.42 1.26 2.12 -0.4271
O -1.466 0.346 1.342 -1.05 -0.12 0.86 -0.4067
O 0.134 -0.204 -0.308 0.81 0.34 -0.11 -0.4226
F 0.538 -0.224 -2.524 0.72 1.38 -0.30 -0.2322
F -1.497 -0.220 -1.889 0.09 -0.71 0.23 -0.2143
F -0.081 -1.973 -1.614 -1.37 0.19 0.23 -0.2512
H 1.635 0.798 1.299 0.81 -0.28 -1.21 0.2882
H 0.542 1.302 2.414 0.39 -0.89 -0.04 0.2849
```
Forces are in eV/Å.

Computed properties:
HOMO-LUMO gap	12.232	eV
relative energy (zero: lowest compared OMol25 entry of this formula, charge and spin)	9.83	kcal per mole
LUMO level	0.0174	Eh
SMILES string	NC(=O)OC(F)(F)F
HOMO energy	-11.760	eV